ORCA calculation (ωB97M-V/def2-TZVPD) on C40H28F3FeN4O3S as an isolated structure.

```
! wB97M-V def2-TZVPD RIJCOSX def2/J DEFGRID3
* xyz 0 6
Fe -1.20 -1.00 -0.04
S -2.24 1.61 -1.74
F 5.96 2.40 5.17
F 6.75 0.51 4.48
F 7.05 2.29 3.30
O -2.01 0.00 -1.88
O -3.27 1.99 -2.65
O -2.44 1.77 -0.34
N 0.35 -1.73 -2.65
N 0.07 -1.89 -1.36
N -1.60 -1.69 2.12
N -3.42 -1.37 0.19
C -0.97 -1.74 4.41
C -0.72 2.29 -2.25
C 3.86 0.67 4.00
C -4.46 -0.45 4.12
C 1.22 0.55 1.38
C 6.15 1.64 4.06
C 3.27 -3.35 0.94
C 2.49 -2.11 -0.98
C 4.87 1.37 3.34
C 3.47 1.54 1.40
C -5.94 -0.30 0.71
C 2.45 0.84 2.05
C -4.31 -1.21 -0.78
C -1.81 -0.57 -3.18
C 0.86 2.82 -3.96
C -5.04 -0.50 1.76
C 0.91 -3.20 0.47
C 2.67 0.41 3.36
C -0.36 2.27 -3.59
C 3.52 -2.58 -0.19
C -5.58 -0.67 -0.56
C -5.35 -0.20 3.14
C 1.17 -2.41 -0.65
C -2.61 -0.75 -5.44
C 1.70 3.40 -3.01
C 1.29 3.43 -1.68
C 0.18 0.27 0.81
C -3.17 -0.99 3.82
C -3.78 -1.02 1.45
C -1.38 -1.31 -5.80
C -2.82 -1.25 2.49
C 3.02 3.98 -3.42
C 4.67 1.81 2.04
C 1.96 -3.67 1.26
C -0.43 -1.56 -4.84
C -0.70 -1.91 3.05
C -2.19 -1.26 4.80
C 0.09 2.87 -1.28
C -2.81 -0.37 -4.13
C -0.62 -1.25 -3.47
H 0.28 -2.21 2.70
H 3.27 4.86 -2.83
H -0.20 2.86 -0.25
H 4.54 -2.32 -0.45
H -4.71 -0.24 5.15
H 3.03 4.26 -4.47
H 4.08 -3.71 1.55
H -1.01 1.84 -4.34
H -3.73 0.12 -3.83
H 1.93 3.90 -0.94
H -0.19 -1.95 5.14
H -6.25 -0.55 -1.40
H -4.01 -1.54 -1.76
H -0.11 -3.47 0.70
H -6.91 0.14 0.91
H -6.33 0.21 3.36
H -2.42 -1.08 5.84
H 0.50 -2.05 -5.09
H 1.16 2.79 -5.00
H 1.74 -4.30 2.11
H 2.68 -1.50 -1.85
H 4.03 0.33 5.02
H 5.45 2.35 1.52
H 3.31 1.87 0.38
H 1.89 -0.13 3.87
H -3.39 -0.59 -6.18
H -1.19 -1.58 -6.83
H 3.82 3.25 -3.26
*
```

Computed properties:
**Molecular weight**: 757.595 g/mol
**⟨S²⟩**: 8.79
**Energy above the lowest of the compared OMol25 structures with the same formula, charge and spin**: 3.274 eV
**Calculated total energy**: -3947.2734 Ha
**Highest occupied orbital energy (spin up / spin down)**: -5.846 / -7.665 eV